[1]
Entry from the Open Molecules 2025 dataset: a structure of composition C25H24HfN8PS3Se in a non-equilibrium geometry (ωB97M-V/def2-TZVPD).

Each line ends with the natural charge from an NBO analysis.
Geometry (Å):
Hf -0.774948 -0.337750 0.360172  1.762
C -1.151670 4.969670 2.818426  -0.406
N -1.516438 3.647747 2.377249  -0.317
C -2.768526 3.101448 2.532498  -0.064
C -2.748561 1.872418 2.006477  -0.040
N -1.513284 1.623512 1.509342  -0.542
C -0.770545 2.694522 1.761438  0.093
P 1.038412 2.748907 1.548025  0.756
C 1.552498 1.133502 2.168599  0.096
N 0.897835 0.035635 1.890318  -0.552
C 1.434639 -0.973588 2.615640  -0.014
C 2.398373 -0.433034 3.422175  -0.064
N 2.465871 0.922214 3.152868  -0.319
C 3.374110 1.844631 3.788152  -0.412
C 1.144722 2.286098 -0.174511  0.079
N 0.500970 1.309924 -0.802119  -0.550
C 0.919555 1.282915 -2.098240  -0.032
C 1.810599 2.289178 -2.247799  -0.066
N 1.958408 2.925196 -1.050930  -0.315
C 2.672871 4.191902 -0.850716  -0.405
H -1.562823 5.772443 2.237762  0.218
H -0.043075 5.031227 2.709746  0.221
H -1.384167 5.173600 3.839886  0.222
H -3.563306 3.671496 3.039693  0.233
H -3.492618 1.066329 2.018426  0.269
H 1.021640 -1.959063 2.483423  0.271
H 3.130686 -0.835897 4.074262  0.222
H 4.416895 1.638912 3.482093  0.216
H 3.340268 1.701997 4.881808  0.225
H 3.143128 2.890974 3.539398  0.227
H 0.551714 0.532440 -2.794043  0.268
H 2.399661 2.608274 -3.092826  0.224
H 2.003167 5.020947 -0.737241  0.215
H 3.206593 4.385807 -1.775552  0.224
H 3.388005 4.194307 -0.047340  0.221
S 1.164083 -1.525193 -0.917976  -0.342
C 1.253189 -3.305980 -1.055486  -0.143
C 0.755245 -3.905255 -2.199018  -0.188
C 0.862803 -5.289461 -2.394625  -0.206
C 1.599097 -6.057281 -1.508794  -0.240
C 2.156354 -5.431346 -0.420438  -0.206
C 1.956132 -4.098112 -0.137785  -0.226
H 0.210200 -3.336419 -2.937429  0.214
H 0.393637 -5.708187 -3.317530  0.208
H 1.829267 -7.111077 -1.705987  0.213
H 2.764726 -5.971381 0.278209  0.204
H 2.413728 -3.702135 0.750110  0.211
Se -3.375169 1.428853 -1.186418  0.812
N -2.330182 -0.085432 -1.064712  -1.008
C -2.619102 -0.855567 -2.178269  0.192
C -2.136776 -2.158387 -2.359053  -0.267
C -2.475207 -2.855806 -3.527791  -0.205
C -3.367136 -2.257312 -4.465877  -0.226
C -3.928052 -1.024475 -4.219544  -0.226
C -3.595308 -0.326064 -3.072298  0.059
N -4.159422 0.860776 -2.687349  -0.655
H -1.521471 -2.610217 -1.603928  0.237
H -2.081083 -3.864221 -3.707365  0.213
H -3.657600 -2.783565 -5.353923  0.209
H -4.638909 -0.602459 -4.961933  0.222
S -1.188411 -2.715900 1.346449  -0.080
S -2.089960 -1.374088 3.800203  -0.165
C -1.675328 -1.363142 2.221999  -0.776

Cartesian forces, eV/Å:
-0.095 -2.279 0.661
2.250 0.037 -0.433
-0.798 -0.577 0.128
-0.888 1.880 0.968
-0.805 -1.863 -0.115
0.849 -0.013 -0.373
0.429 -0.185 -0.036
0.169 0.637 0.167
-0.490 1.004 0.990
0.172 0.023 -0.412
0.318 0.233 0.633
0.193 0.395 -0.394
-0.636 -0.948 -0.591
0.887 0.238 0.429
-0.154 0.276 -0.995
-0.262 -0.199 1.085
-0.378 -0.114 0.027
0.815 0.511 -0.994
-0.109 0.268 0.530
0.141 -0.422 -1.000
-0.459 0.098 -0.626
-0.772 0.137 0.175
-0.304 -0.321 0.778
0.578 -0.501 -0.436
0.291 0.672 -0.051
0.303 -0.188 0.292
0.173 -0.541 0.511
-0.492 0.098 -0.016
-0.174 0.171 -0.471
-0.098 -0.500 0.066
0.204 0.345 0.226
-0.154 -0.075 -0.057
-0.604 0.277 0.266
0.204 -0.051 -0.045
0.116 -0.368 0.404
0.025 -0.055 -0.114
0.221 0.559 0.455
-0.517 -0.983 -0.123
-0.295 0.296 -0.998
0.088 -0.575 -0.765
0.165 0.008 0.803
-0.267 0.257 -0.699
0.112 0.222 0.038
0.533 0.190 0.933
-0.337 0.412 0.109
0.189 -0.449 0.171
-0.028 0.398 0.159
-0.245 -0.212 -0.477
0.076 0.105 -0.066
-0.340 -0.676 0.326
-0.269 -0.189 -1.119
-0.390 0.591 0.071
0.606 -0.279 0.929
-0.744 -0.254 -1.568
0.312 1.343 1.468
0.029 -0.070 -0.555
0.203 -0.121 0.125
-0.205 0.475 0.133
0.032 -0.245 -0.292
0.518 -0.211 0.798
0.205 0.245 -1.252
-0.331 0.593 0.439
0.230 0.471 -0.223

Computed properties:
HOMO level (alpha / beta) = -5.8 / -6.2 eV
DFT total energy = -5390.55921 a.u.
spin multiplicity = 2
expectation value of S² = 0.772
gap between HOMO and LUMO (alpha / beta) = 5.39 / 5.79 eV
lowest unoccupied orbital energy (alpha / beta) = -0.4 / -0.4 eV

[2]
Entry from the Open Molecules 2025 dataset: the molecule C17H19FN2O4S in a non-equilibrium geometry (ωB97M-V/def2-TZVPD).

Each line ends with the natural charge from an NBO analysis.
Geometry (Å):
C -3.528348 0.165342 -0.537289  -0.426
N -2.396773 0.012973 -1.419155  -0.622
C -1.689850 -1.126238 -1.480991  0.665
O -1.988656 -2.149195 -0.895741  -0.641
C -0.447263 -1.039397 -2.381744  -0.305
N 0.681797 -0.545864 -1.615075  -0.687
C 1.861530 -1.278209 -1.468489  0.141
C 2.611131 -1.127922 -0.301743  -0.203
C 3.792696 -1.822873 -0.129749  -0.265
C 4.216937 -2.685532 -1.123447  0.388
C 3.495100 -2.852488 -2.289968  -0.269
C 2.323822 -2.139751 -2.463308  -0.215
H 1.778318 -2.248711 -3.387260  0.217
H 3.855795 -3.521944 -3.054758  0.232
F 5.363667 -3.379018 -0.952093  -0.325
H 4.379926 -1.706966 0.767123  0.232
H 2.273919 -0.449161 0.463562  0.227
S 0.628416 1.057852 -1.113416  2.342
O 1.961112 1.561901 -1.039412  -0.905
O -0.301375 1.716047 -1.993662  -0.955
C -0.100825 0.978521 0.523986  -0.404
C -0.392928 -0.209705 1.153320  -0.177
C -1.024215 -0.214285 2.394302  -0.032
C -1.324785 1.008270 2.978962  -0.174
C -1.014013 2.209300 2.361531  -0.309
C -0.396498 2.208324 1.113349  0.392
O -0.050497 3.293064 0.391426  -0.496
C -0.301446 4.575498 0.923708  -0.252
H 0.237001 4.729592 1.863751  0.180
H 0.066799 5.275118 0.176316  0.210
H -1.371964 4.740494 1.081190  0.178
H -1.260899 3.136596 2.853330  0.225
H -1.815376 1.030153 3.941170  0.215
C -1.361432 -1.514797 3.052200  -0.631
H -0.465622 -1.963945 3.480168  0.221
H -1.764063 -2.209145 2.318126  0.235
H -2.087768 -1.373157 3.847949  0.215
H -0.148364 -1.146009 0.677932  0.246
H -0.638450 -0.378142 -3.231837  0.222
H -0.228496 -2.048761 -2.729897  0.243
H -1.980082 0.850008 -1.814065  0.431
H -4.364075 0.609162 -1.078262  0.201
H -3.275521 0.797411 0.317561  0.196
H -3.808382 -0.824411 -0.179599  0.236

Cartesian forces, eV/Å:
-0.087 -0.118 0.076
-0.214 0.360 -0.111
-0.006 0.009 -0.579
0.072 -0.387 0.233
-0.541 0.038 -0.107
-0.317 1.208 0.274
0.926 -0.452 0.290
0.013 -0.246 -0.184
0.133 -0.150 -0.107
-0.123 0.062 -0.052
0.235 -0.069 0.222
-0.215 0.262 0.140
-0.060 -0.005 -0.091
0.044 -0.069 -0.056
-0.096 0.066 -0.013
0.071 -0.001 0.088
0.045 -0.014 0.136
0.112 -0.419 -0.248
-0.003 -0.105 0.190
0.019 -0.052 0.004
0.325 0.228 -0.628
-0.033 0.017 0.151
-0.001 0.148 -0.029
0.081 -0.207 -0.147
0.124 0.282 -0.265
-0.095 0.042 0.190
-0.040 -0.017 0.136
-0.031 0.180 0.064
-0.029 -0.023 -0.037
-0.041 -0.007 0.083
0.049 -0.026 0.000
-0.005 0.114 0.001
-0.059 -0.009 0.099
0.080 -0.048 -0.002
0.015 -0.094 0.075
-0.071 -0.106 -0.001
-0.058 -0.044 0.064
-0.013 -0.146 -0.088
0.019 -0.194 -0.002
-0.023 0.171 0.112
-0.125 -0.271 0.010
-0.024 -0.005 0.059
-0.009 -0.003 0.036
-0.045 0.099 0.014

Computed properties:
HOMO level = -8.5 eV
DFT total energy = -1567.71831 a.u.
SMILES = CNC(=O)CN(c1ccc(F)cc1)S(=O)(=O)c1cc(C)ccc1OC
gap between HOMO and LUMO = 9.10 eV
lowest unoccupied orbital energy = 0.6 eV

The lowest DFT total energy belongs to which entry?
C25H24HfN8PS3Se